1.
# C4H4N2O

The molecule C4H4N2O at a distorted geometry (wB97M-V/def2-TZVPD, OMol25).

**HOMO level**: -10.549 eV
**SMILES string**: N#C[C@H]1CC(=O)N1
**Energy above the lowest of the compared OMol25 structures with the same formula, charge and spin**: 355.3 kJ/mol
**M**: 96.1 g/mol
**Frontier orbital gap**: 10.3 eV
**E**: -9236.805 eV
**Spin multiplicity**: 1

Last column: natural (NBO) charge in e.
CARTESIAN COORDINATES (ANGSTROEM)
N 2.81 -0.34 -0.92  -0.21
C 1.68 0.08 -0.58  0.20
C 0.66 -0.08 0.48  -0.16
C -0.39 0.89 0.05  -0.53
C -1.41 -0.16 -0.30  0.70
O -2.41 -0.20 -1.01  -0.54
N -0.48 -1.19 0.23  -0.61
H 0.96 -0.04 1.68  0.27
H -0.82 1.48 0.99  0.24
H -0.22 1.65 -0.76  0.26
H -0.37 -2.10 0.13  0.38


2.
# C16H20N5OPdS

C16H20N5OPdS as an isolated structure at a distorted geometry (wB97M-V/def2-TZVPD, OMol25).

**HOMO level**: -11.348 eV
**Net charge**: +1
**Energy above the lowest of the compared OMol25 structures with the same formula, charge and spin**: 96.2 kJ/mol
**M**: 436.9 g/mol
**Frontier orbital gap**: 7.9 eV
**E**: -40725.175 eV
**Spin multiplicity**: 1

Last column: natural (NBO) charge in e.
CARTESIAN COORDINATES (ANGSTROEM)
Pd 0.02 0.04 -1.40  0.76
C -0.78 3.45 1.22  -0.26
C -1.13 2.79 2.39  -0.13
C -0.92 1.43 2.50  -0.24
C -0.38 0.75 1.42  0.22
N -0.06 1.40 0.28  -0.47
C -0.26 2.72 0.18  0.06
C -0.13 -0.69 1.32  -0.20
C -0.15 -1.60 2.37  -0.17
C 0.14 -2.94 2.14  -0.22
C 0.46 -3.37 0.85  -0.17
C 0.48 -2.48 -0.21  -0.31
C 0.17 -1.16 0.04  0.12
H -0.93 4.52 1.11  0.24
H -1.55 3.34 3.22  0.24
H -1.19 0.89 3.40  0.23
H 0.02 3.17 -0.76  0.22
H -0.37 -1.27 3.38  0.22
H 0.13 -3.64 2.96  0.23
H 0.70 -4.41 0.68  0.23
H 0.75 -2.80 -1.21  0.24
S -1.68 0.50 -3.11  -0.27
C -2.35 -0.21 -1.69  0.28
N -2.61 -1.52 -1.56  -0.58
C -3.23 -1.83 -0.27  -0.23
C -3.77 -0.45 0.15  -0.23
N -2.95 0.45 -0.67  -0.60
H -2.07 -2.20 -2.07  0.43
H -2.48 -2.20 0.44  0.21
H -4.01 -2.57 -0.38  0.23
H -3.61 -0.27 1.21  0.22
H -4.82 -0.33 -0.09  0.21
H -3.23 1.40 -0.84  0.43
C 4.86 0.05 -0.50  -0.42
N 4.27 1.01 -1.42  -0.60
C 3.03 0.84 -1.93  0.79
N 2.52 1.88 -2.67  -0.84
O 2.36 -0.17 -1.70  -0.72
H 5.88 -0.18 -0.81  0.21
H 4.27 -0.86 -0.53  0.24
H 4.87 0.44 0.52  0.20
H 4.76 1.87 -1.61  0.40
H 3.17 2.56 -3.04  0.39
H 1.79 1.62 -3.31  0.41


3.
# C2H4N2S2

A 2-piece molecular cluster, C2H4N2S2 overall at a distorted geometry (wB97M-V/def2-TZVPD, OMol25).

**HOMO level (alpha / beta)**: -8.756 / -8.756 eV
**Energy above the lowest of the compared OMol25 structures with the same formula, charge and spin**: 578.3 kJ/mol
**M**: 120.2 g/mol
**Frontier orbital gap (alpha / beta)**: 7.6 / 7.6 eV
**E**: -26784.020 eV
**Spin multiplicity**: 1

Last column: natural (NBO) charge in e.
CARTESIAN COORDINATES (ANGSTROEM)
C 0.02 1.33 -0.63  -0.39
C -0.50 -0.63 0.80  -0.34
N 1.03 0.29 -0.80  -0.14
N 0.81 -0.64 0.04  -0.22
S 1.61 -2.03 0.37  0.01
S -1.15 0.95 0.75  0.29
H 0.54 2.16 -0.22  0.23
H -0.44 1.67 -1.54  0.23
H -1.32 -1.81 -0.43  0.05
H -0.60 -1.29 1.67  0.27